The following is a DFT calculation (ωB97M-V with the def2-TZVPD basis set) of the ion C8H16N3S2 with charge +1 at a distorted geometry.

Each line ends with the Mulliken charge.
Atoms and positions in Å:
C (-3.2136, 1.4032, 1.7675)  -0.7713
N (-2.9944, 0.5314, 0.5150)  0.0200
C (-1.8614, -0.4145, 0.5815)  -0.5635
N (-0.6849, 0.2224, 0.2383)  -0.3932
C (0.5270, -0.2783, 0.2988)  0.3218
S (0.8658, -1.9606, 0.9339)  -0.0690
C (2.4528, -1.7062, 0.5259)  -0.2619
C (2.7444, -0.4596, 0.1360)  0.2942
C (4.1152, 0.0990, -0.2331)  -1.4404
N (1.6594, 0.3610, 0.0022)  0.0822
C (1.6465, 1.6220, -0.6362)  -0.9960
S (-2.4163, -1.8978, -0.4601)  -0.0605
C (-1.5987, -1.6925, -2.0307)  -0.5721
H (-2.2600, 1.5642, 2.3392)  0.2886
H (-3.5015, 2.3560, 1.3941)  0.3713
H (-3.9797, 0.9200, 2.4782)  0.3078
H (-3.9059, -0.0354, 0.3387)  0.4629
H (-2.7817, 1.0813, -0.2823)  0.3692
H (-1.9445, -0.9371, 1.5899)  0.3774
H (3.0809, -2.5454, 0.7211)  0.4228
H (4.1270, 0.5875, -1.1990)  0.4019
H (4.8534, -0.7326, -0.1893)  0.3351
H (4.4892, 0.8008, 0.4959)  0.3689
H (2.6561, 2.1714, -0.5553)  0.4089
H (1.2883, 1.5791, -1.7513)  0.2632
H (0.9038, 2.3063, -0.0345)  0.3186
H (-2.1440, -2.3619, -2.8169)  0.3443
H (-0.5300, -2.0047, -1.8991)  0.1753
H (-1.5930, -0.5790, -2.2685)  0.1936

Forces on the atoms, in the same order (eV/Å):
C 0.467 -1.105 1.037
N -2.239 -0.772 1.991
C 0.496 -3.192 0.691
N 0.710 1.193 -0.457
C -3.227 -1.796 1.706
S -2.352 1.705 -0.717
C 1.823 0.012 0.277
C 2.807 -0.126 -0.812
C 0.044 -1.510 0.547
N -0.721 -0.868 0.068
C -0.726 3.735 -0.607
S -0.250 -0.130 0.588
C 0.571 0.485 -1.145
H -0.741 -0.509 -0.841
H -0.669 0.720 0.013
H 1.146 0.757 -1.436
H 2.005 1.137 0.062
H -0.046 1.031 -1.074
H 0.377 0.902 -0.704
H 0.880 0.039 -0.139
H 0.025 -0.148 -0.264
H -0.567 0.512 -0.369
H -0.174 0.443 0.367
H -1.574 -1.210 -0.253
H 0.728 -0.011 2.087
H 1.265 -1.293 -1.376
H 1.044 1.474 1.448
H -0.961 0.109 -0.432
H -0.141 -1.585 -0.257

## Properties
- total charge = +1
- HOMO (eV) = -11.052
- LUMO energy (eV) = -2.61
- Kohn-Sham gap (Eh) = 0.310
- SMILES = C[NH2+][C@H](/N=c1\scc(C)n1C)SC

=====

The following is a DFT calculation (ωB97M-V with the def2-TZVPD basis set) of the ion C3H6NOS with charge +1 at a distorted geometry.

Each line ends with the Mulliken charge.
Atoms and positions in Å:
C (-1.2628, 0.5253, 0.0659)  -0.1386
C (-0.2538, 1.4819, -0.1893)  -0.3853
C (1.3289, -0.4035, -0.3152)  0.1343
N (-1.0305, -0.7482, 0.4047)  -0.4827
O (2.0803, -1.3356, 0.0160)  -0.3077
S (1.4216, 1.2281, 0.2104)  0.0141
H (-2.2422, 0.9038, -0.2672)  0.3078
H (-0.5456, 2.3536, -0.6705)  0.4596
H (0.5718, -0.6133, -1.1107)  0.4194
H (-1.3596, -0.7447, 1.3875)  0.2976
H (-1.5927, -1.4653, -0.0905)  0.2742
H (2.8845, -1.1821, 0.5589)  0.4072

Forces on the atoms, in the same order (eV/Å):
C 1.756 5.821 -3.632
C -2.752 -3.344 1.222
C -1.205 1.889 -1.129
N -0.462 -2.729 2.689
O 1.666 -1.926 0.088
S -0.041 -1.067 -0.127
H 0.171 -0.411 0.344
H -0.255 1.739 -0.378
H 1.075 0.005 0.783
H 0.359 -1.047 -0.256
H 0.322 0.777 0.333
H -0.632 0.293 0.064

## Properties
- total charge = +1
- HOMO (eV) = -13.839
- LUMO energy (eV) = -4.98
- Kohn-Sham gap (Eh) = 0.326

=====

The following is a DFT calculation (ωB97M-V with the def2-TZVPD basis set) of a cluster of 3 separate species, CH7N3O in total at a distorted geometry.

Each line ends with the Mulliken charge.
Atoms and positions in Å:
C (1.3293, -1.5129, 0.3947)  -0.5518
N (0.3876, -1.0205, -0.4056)  -0.3422
N (2.5135, 0.5842, 0.2852)  -0.0301
N (-1.4120, 1.3393, -0.0385)  -0.7153
O (1.6866, 1.1207, -0.3653)  -0.2365
H (2.2138, -1.8722, -0.0695)  0.3712
H (1.3196, -1.2368, 1.4866)  0.2979
H (0.7162, -0.9524, -1.3139)  0.2705
H (-0.3086, -0.3876, -0.1201)  0.2617
H (-0.4839, 1.3153, 0.2345)  0.2285
H (-1.4957, 1.9821, -0.8437)  0.2158
H (-1.9699, 1.5872, 0.8590)  0.2302

Forces on the atoms, in the same order (eV/Å):
C 0.151 1.614 2.348
N 0.354 -1.714 0.791
N -0.697 0.388 -0.515
N -3.071 0.411 1.055
O 1.005 -0.072 0.533
H 0.477 -0.599 -0.047
H -0.120 -0.878 -1.375
H -0.082 0.335 -2.137
H -1.051 0.521 0.261
H 2.264 0.428 0.531
H -0.279 -0.314 1.186
H 1.052 -0.120 -2.630

## Properties
- HOMO (alpha / beta) (eV) = -6.443 / -7.472
- LUMO energy (alpha / beta) (eV) = 0.90 / 0.35
- Kohn-Sham gap (alpha / beta) (Eh) = 0.270 / 0.288